ORCA calculation (ωB97M-V with the def2-TZVPD basis set) on a cluster of 3 separate species, C7H8IO3 in total in a non-equilibrium geometry.

The geometry in XYZ format:
```
19
Properties=species:S:1:pos:R:3:forces:R:3:nbo_charge:R:1
C 1.356 1.232 2.526 -1.04 -0.67 -0.65 -0.43
C -1.286 -2.601 -2.161 -0.40 -1.49 -1.33 -0.54
C 0.242 0.837 1.828 3.37 0.51 2.29 -0.14
C -0.254 -2.229 -1.478 -0.56 3.38 1.94 -0.34
C 0.664 2.709 -1.246 2.27 -1.31 -1.29 1.06
C 0.270 -0.237 0.854 -0.18 0.45 -1.99 -0.59
C -0.693 -0.013 -0.318 1.05 0.28 -1.68 0.52
O 0.043 3.513 -0.738 -1.95 1.98 1.39 -0.54
O 1.477 2.092 -1.802 0.47 -0.07 -0.28 -0.56
O -0.616 0.968 -1.062 -1.02 -2.25 1.23 -0.72
I -2.818 -0.481 0.444 -0.31 -0.10 0.04 -0.26
H 1.506 1.950 3.316 -1.23 0.52 0.16 0.19
H 2.339 0.772 2.457 -0.18 -0.46 -1.04 0.18
H -1.228 -3.603 -2.723 -0.74 1.42 0.48 0.15
H -2.131 -1.903 -2.187 -0.23 -0.73 -0.36 0.20
H -0.738 1.100 2.028 -1.70 1.49 0.78 0.21
H 0.641 -2.757 -1.366 1.42 -0.95 0.11 0.14
H 0.007 -1.171 1.263 0.09 -1.25 0.53 0.24
H 1.218 -0.179 0.366 0.88 -0.77 -0.31 0.23
```
Positions in Å, forces in eV/Å.

energy	-794.8670	a.u.
HOMO-LUMO gap (spin up / spin down)	6.285 / 6.281	eV
HOMO level (spin up / spin down)	-3.25 / -3.25	eV
largest force on an atom	4.11	eV/A
total charge	-1
ΔE to the lowest compared entry with this formula, charge and spin	0.00	kJ/mol
molecular weight	267.04	g mol⁻¹